[1]
The following is a quantum chemistry calculation of C20H16Cl3NO9V as an isolated structure at a distorted geometry, from the OMol25 dataset.

**Lowest unoccupied orbital energy (alpha / beta)**: -1.52 / -1.41 eV
**HOMO (alpha / beta)**: -8.5 / -8.5 eV
**Gap between HOMO and LUMO (alpha / beta)**: 7.02 / 7.12 eV
**2S+1**: 2

Atoms and positions in Å:
C -4.4725 -2.1404 -1.0459
H 4.0773 -1.1363 -1.4687
H 1.1372 0.9823 4.4565
O -1.4025 -0.5945 0.0896
O -0.6458 2.1101 0.9760
O 3.0742 1.4568 2.9339
O 2.4827 -0.9491 -0.3112
C 2.6551 2.9860 -3.4348
O 0.5779 -1.6012 1.3185
C -1.8945 -1.7883 -1.9154
H 0.1245 2.4913 1.4145
V 0.6683 -0.2914 0.1606
H -2.3287 1.1178 1.4725
H -0.3960 -2.1516 -3.4149
C 3.9774 1.0569 -2.9010
H -0.4961 2.1132 3.6692
N -0.2433 0.1596 3.0723
H -1.9244 1.1357 3.9460
H -2.2499 2.7454 2.1517
C -4.1154 -2.5874 -2.3253
O 0.4533 -1.4764 -1.7418
H -2.5247 -2.7828 -3.7241
C -2.2256 -1.2589 -0.6458
C -0.0884 -2.1844 2.3768
H 2.5515 3.9127 -3.9877
Cl -4.0935 -1.0172 1.3470
C 2.0511 0.9329 2.5717
H -0.7279 -1.5522 4.2636
C 2.9697 0.6430 -2.0260
H 1.5229 -0.6253 3.8930
C 1.6482 2.5757 -2.5828
C -1.1079 1.3177 3.2344
O 1.6808 0.9111 1.2848
Cl -5.3044 -3.3678 -3.3352
H -1.8406 -1.1749 2.9366
Cl 5.0514 2.7688 -4.6920
C -3.5653 -1.5087 -0.2366
C 1.0988 0.3331 3.5809
C -2.8347 -2.4200 -2.7490
H -5.4814 -2.2977 -0.6852
C -0.7923 -1.1624 3.2411
O -0.1174 -3.3590 2.5409
C 3.8138 2.2247 -3.6000
O 0.8518 0.9369 -1.0647
C 3.1911 -0.5443 -1.2341
H 4.8819 0.4690 -3.0171
C -0.5462 -1.7953 -2.3882
H 0.7425 3.1517 -2.4515
C -1.6707 1.8433 1.9362
C 1.8066 1.3917 -1.8893


[2]
The following is a quantum chemistry calculation of C20H16ClFN3O8SZr as an isolated structure at a distorted geometry, from the OMol25 dataset.

**Lowest unoccupied orbital energy**: 2.33 eV
**HOMO**: -4.9 eV
**Charge**: -1
**Gap between HOMO and LUMO**: 7.28 eV
**2S+1**: 1

Atoms and positions in Å:
O 0.8537 -0.7075 -1.1588
H -0.3725 1.3791 4.6769
N -0.2230 1.9744 -4.5993
C 1.1242 1.9123 -4.3515
H 3.4700 1.8838 -4.0886
H 0.8400 -3.2726 0.8007
C -3.1694 -2.8707 -0.7171
H -2.5886 -0.0140 1.7094
Zr 0.1978 0.9578 -0.2248
H -0.6049 2.0818 -5.5243
C 0.8931 0.3482 6.0736
C -0.8893 1.8408 -3.4342
C 1.0886 0.1794 3.6825
O 3.3647 1.9741 -5.1024
H -2.6086 1.9810 -2.2478
C 0.6792 0.5601 2.2928
O 3.5537 1.7360 -2.6302
O 2.1630 1.6430 -0.8731
C -3.6394 -3.0144 0.5564
F -0.2277 2.8112 0.0513
O -1.7852 0.4749 -0.5102
C -3.4418 -1.9818 1.4829
C 2.4261 1.6927 -2.1072
Cl 2.5086 -0.9638 7.7969
C 1.9512 -0.5353 6.2072
H 3.3983 -1.7757 5.2232
O -0.5053 0.8476 2.0174
H -2.8469 1.0846 -3.7458
N -0.0250 1.6791 -2.4490
C 2.1027 2.0496 -5.4468
H -3.3127 -3.6395 -1.4612
H 2.6327 -1.0973 2.9508
C 2.5794 -1.0808 5.0983
H -3.7925 -2.0531 2.5014
N -2.3309 -0.7121 -0.1909
C 2.1484 -0.7099 3.8365
C -2.7907 -0.8576 1.0680
C 1.2284 1.7379 -3.0013
C 0.4572 0.6954 4.8045
H -4.1656 -3.9140 0.8507
H 2.2848 -2.3297 0.3686
C 1.2791 -2.6167 0.0501
O 1.7224 2.2189 -6.5888
H 1.3558 -3.1297 -0.9108
C -2.3645 1.9544 -3.3041
O 1.5656 0.5369 1.3906
H 0.4195 0.7572 6.9555
S -1.9176 -1.5527 -2.7252
C 0.5261 -1.3171 -0.0992
H -2.7274 2.8590 -3.7978
C -2.4847 -1.7052 -1.1561


[3]
The following is a quantum chemistry calculation of the molecule C20H16ClN3OS2 at a distorted geometry, from the OMol25 dataset.

**Lowest unoccupied orbital energy**: 0.18 eV
**HOMO**: -7.9 eV
**SMILES string**: Cc1cc(SCC(=O)c2cccs2)n2nc(C)c(-c3ccc(Cl)cc3)c2n1
**Gap between HOMO and LUMO**: 8.05 eV
**2S+1**: 1

Atoms and positions in Å:
C -2.0748 -1.3741 0.8073
N 0.2862 -1.0815 0.4559
C -3.3933 0.1571 -0.4993
H 2.8738 -0.1236 -1.3066
H 2.9164 0.2992 0.4144
H -4.5845 1.5027 -1.6216
C -0.0407 2.8524 -4.0278
H -0.3629 -4.3696 2.1837
C -0.3517 1.8896 -3.0890
H 2.7602 -1.3917 -0.0621
C 2.4955 -0.6852 4.3133
H 2.9360 3.8693 -2.7819
N -0.9911 -0.8071 0.2384
S 0.0408 -1.2731 3.8746
C 0.9824 -2.8096 1.6706
C 0.1653 0.5828 -1.0662
C 1.0016 -0.2655 -0.3165
H 2.3670 2.1778 -1.0998
H -0.4749 -3.8416 0.4977
H -4.1937 -1.3161 0.8827
C 1.1505 3.5525 -3.9172
C 2.4959 -1.5160 3.1807
H 3.3768 -1.8206 2.6460
C -0.3747 -3.4953 1.5269
C 1.2412 -1.9316 2.8115
C 1.7000 2.3419 -1.9306
H -5.2636 1.0643 -0.0409
Cl 1.5509 4.7548 -5.0959
C 0.5175 1.6108 -2.0334
C 1.2414 -0.4693 4.7948
H -5.3208 -0.0921 -1.3681
C -3.3076 -0.8891 0.4456
S -1.9091 -2.6460 1.9997
C 2.4812 -0.3743 -0.3243
H -0.7147 3.0603 -4.8441
O 1.8936 -3.2375 0.9871
C 2.0194 3.3066 -2.8674
C -4.7233 0.6945 -0.9103
H 0.9465 0.1191 5.6414
N -2.3277 0.6804 -1.0552
C -1.1362 0.2172 -0.7025
H -1.2790 1.3447 -3.1628
H 3.3842 -0.2676 4.7514


Per-record ΔE to the lowest compared entry with this formula, charge and spin, kcal per mole: 28.05 12.22 6.09